Run 1
A 2-piece molecular cluster, CH3O3 overall, computed with ωB97M-V/def2-TZVPD.

Last column: natural (NBO) charge in e.
Positions of all 7 atoms, in Å:
O  -3.28  1.69  0.84  -0.97
H  -2.36  1.39  0.68  0.51
H  -3.71  0.93  1.30  0.46
O  1.15  -1.49  1.23  -0.78
O  0.00  0.00  0.00  -0.82
C  0.51  -1.11  0.24  0.62
H  0.26  -1.90  -0.50  -0.02

The charge is -1. The highest occupied orbital energy comes out at -3.9 eV. As for the HOMO-LUMO gap: 8.0 eV.

Run 2
A 2-piece molecular cluster, CH3O3 overall, computed with ωB97M-V/def2-TZVPD.

Last column: natural (NBO) charge in e.
Positions of all 7 atoms, in Å:
O  4.28  2.34  2.35  -0.95
H  5.11  1.83  2.23  0.46
H  3.71  2.06  1.59  0.48
O  -0.48  -1.58  1.51  -0.80
O  0.00  0.00  0.00  -0.79
C  0.30  -0.86  0.83  0.62
H  1.40  -0.98  1.00  -0.03

The charge is -1. The highest occupied orbital energy comes out at -3.8 eV. As for the HOMO-LUMO gap: 7.2 eV.

Run 3
A 2-piece molecular cluster, CH3O3 overall, computed with ωB97M-V/def2-TZVPD.

Last column: natural (NBO) charge in e.
Positions of all 7 atoms, in Å:
O  -0.09  2.70  -2.69  -0.97
H  -0.03  2.03  -1.98  0.51
H  0.07  2.20  -3.52  0.46
O  1.55  -1.23  0.95  -0.78
O  0.00  0.00  0.00  -0.82
C  0.87  -0.21  0.87  0.61
H  0.86  0.45  1.77  -0.01

The charge is -1. The highest occupied orbital energy comes out at -3.9 eV. As for the HOMO-LUMO gap: 7.9 eV.

Least stable = run 2

Run 1
A 3-piece molecular cluster, C6H16N2 overall, computed with ωB97M-V/def2-TZVPD.

Last column: natural (NBO) charge in e.
Positions of all 24 atoms, in Å:
C  1.75  0.23  -0.08  0.45
C  0.99  1.43  0.39  -0.66
C  1.23  -0.49  -1.26  -0.75
N  3.12  0.37  -0.02  -0.81
N  1.09  -1.23  1.12  -1.10
H  3.49  0.78  0.82  0.38
H  3.67  -0.41  -0.35  0.38
H  0.68  -1.02  2.02  0.34
H  1.79  -1.95  1.28  0.34
H  1.35  1.77  1.37  0.21
H  -0.07  1.20  0.46  0.24
H  1.12  2.25  -0.32  0.22
H  0.33  -0.03  -1.68  0.22
H  1.98  -0.71  -2.01  0.21
H  0.88  -1.42  -0.64  0.32
C  -2.47  -1.13  0.30  -0.67
C  -2.51  0.03  -0.64  -0.16
C  -2.87  1.26  -0.32  -0.42
H  -2.26  -0.20  -1.68  0.19
H  -1.44  -1.50  0.40  0.25
H  -3.08  -1.96  -0.08  0.21
H  -2.83  -0.86  1.29  0.21
H  -2.86  2.07  -1.05  0.20
H  -3.11  1.53  0.70  0.19

The highest occupied orbital energy comes out at -8.0 eV. As for the HOMO-LUMO gap: 9.0 eV.

Run 2
A 2-piece molecular cluster, C6H16N2 overall, computed with ωB97M-V/def2-TZVPD.

Last column: natural (NBO) charge in e.
Positions of all 24 atoms, in Å:
C  0.04  1.25  1.61  -0.28
N  -0.54  1.63  0.36  -0.23
C  0.34  1.55  -0.67  -0.28
C  -0.27  0.54  -1.73  -0.29
N  0.66  -0.45  -2.18  -0.56
C  0.44  -0.25  1.76  -0.39
C  -0.14  -2.45  0.62  -0.62
C  -0.69  -1.22  1.33  -0.41
H  0.93  1.82  1.88  0.20
H  -0.68  1.47  2.40  0.20
H  0.02  -0.16  -5.20  -0.01
H  1.33  1.18  -0.38  0.18
H  0.47  2.52  -1.14  0.25
H  -0.77  -0.29  -1.21  0.23
H  -0.95  0.96  -2.47  0.23
H  0.01  -0.89  -5.06  0.01
H  1.47  0.04  -2.61  0.29
H  1.30  -0.44  1.12  0.20
H  0.70  -0.42  2.80  0.22
H  -0.93  -3.15  0.34  0.21
H  0.32  -2.14  -0.32  0.23
H  0.60  -2.98  1.22  0.20
H  -1.32  -1.48  2.17  0.20
H  -1.32  -0.66  0.63  0.20

The highest occupied orbital energy comes out at -7.9 eV. As for the HOMO-LUMO gap: 5.8 eV.

Run 3
C6H16N2 in the gas phase, computed with ωB97M-V/def2-TZVPD.

Last column: natural (NBO) charge in e.
Positions of all 24 atoms, in Å:
C  0.13  -3.19  -0.69  -0.62
C  -0.69  -2.13  0.01  -0.19
N  -0.35  -0.80  -0.20  -0.49
C  -0.16  -0.40  -1.58  -0.42
C  0.33  -0.14  0.81  -0.24
C  -0.35  1.21  1.21  -0.24
N  0.61  2.34  1.33  -0.64
C  0.43  3.27  0.20  -0.41
H  -0.21  -4.20  -0.45  0.22
H  -0.12  -3.22  -1.93  0.17
H  1.20  -3.04  -0.69  0.21
H  -1.76  -2.30  -0.35  0.18
H  -0.60  -2.45  1.14  0.20
H  1.04  -0.33  -1.85  0.17
H  -0.57  -0.94  -2.42  0.22
H  -0.48  0.71  -1.91  0.19
H  1.46  0.17  0.74  0.19
H  0.47  -0.63  1.79  0.22
H  -1.21  1.43  0.51  0.18
H  -1.02  1.18  2.17  0.18
H  0.46  2.86  2.20  0.36
H  0.07  2.73  -0.57  0.19
H  1.47  3.61  0.15  0.20
H  -0.17  4.26  0.37  0.17

The highest occupied orbital energy comes out at -8.1 eV. As for the HOMO-LUMO gap: 9.1 eV.

Least stable = run 2

Run 1
A 13-piece molecular cluster, BF4H24O12 overall, computed with ωB97M-V/def2-TZVPD.

Last column: natural (NBO) charge in e.
Positions of all 41 atoms, in Å:
B  -1.28  -34.39  1.34  1.33
F  -1.40  -35.12  0.13  -0.58
F  -0.71  -35.06  2.43  -0.56
F  -0.56  -33.28  1.04  -0.56
F  -2.53  -33.86  1.59  -0.58
O  -2.69  -35.17  5.17  -0.95
H  -1.85  -35.54  4.94  0.49
H  -3.15  -35.31  4.36  0.48
O  2.11  -33.66  2.23  -0.95
H  1.59  -34.02  1.55  0.50
H  2.42  -34.30  2.86  0.46
O  -2.42  -32.64  4.22  -0.96
H  -2.59  -33.57  4.37  0.48
H  -2.69  -32.30  5.08  0.47
O  -1.32  -32.53  -1.52  -0.98
H  -0.97  -32.86  -0.71  0.48
H  -0.71  -31.83  -1.81  0.48
O  -4.55  -34.76  3.03  -0.97
H  -3.84  -34.41  2.54  0.50
H  -5.09  -35.24  2.37  0.47
O  -5.16  -32.49  0.73  -0.94
H  -5.39  -33.38  0.91  0.46
H  -5.15  -32.12  1.64  0.48
O  0.25  -35.03  5.13  -0.96
H  0.12  -34.42  4.41  0.49
H  1.13  -35.24  4.90  0.45
O  1.60  -34.46  -0.38  -0.96
H  2.31  -35.05  -0.25  0.48
H  0.84  -34.99  -0.66  0.50
O  -3.75  -34.26  -1.11  -0.97
H  -3.87  -33.61  -0.37  0.48
H  -2.95  -34.67  -0.90  0.48
O  1.27  -31.73  -1.32  -0.94
H  1.70  -31.72  -2.17  0.45
H  1.17  -32.65  -1.15  0.49
O  -2.06  -31.06  1.36  -0.96
H  -2.16  -31.98  1.52  0.49
H  -2.47  -30.79  0.54  0.47
O  0.18  -32.50  3.72  -0.98
H  -0.76  -32.49  3.73  0.48
H  0.43  -33.06  3.00  0.48

The charge is -1. The highest occupied orbital energy comes out at -7.1 eV. As for the HOMO-LUMO gap: 9.6 eV.

Run 2
A 13-piece molecular cluster, BF4H24O12 overall, computed with ωB97M-V/def2-TZVPD.

Last column: natural (NBO) charge in e.
Positions of all 41 atoms, in Å:
B  -14.36  5.90  -30.53  1.29
F  -15.28  5.02  -30.18  -0.56
F  -13.58  5.37  -31.50  -0.58
F  -14.83  7.08  -30.99  -0.55
F  -13.52  6.13  -29.50  -0.54
O  -16.45  7.70  -28.32  -0.95
H  -15.81  7.70  -29.03  0.49
H  -16.78  6.80  -28.30  0.46
O  -10.76  6.49  -28.76  -0.97
H  -10.95  5.66  -29.20  0.50
H  -10.95  6.32  -27.84  0.47
O  -10.92  4.52  -30.99  -0.97
H  -11.18  3.63  -30.74  0.48
H  -11.75  4.96  -31.19  0.49
O  -13.30  7.53  -33.33  -0.95
H  -13.81  6.86  -32.88  0.48
H  -12.47  7.10  -33.54  0.46
O  -11.07  8.98  -29.89  -0.96
H  -11.11  9.40  -29.03  0.45
H  -11.25  8.05  -29.71  0.50
O  -18.43  5.26  -29.74  -0.94
H  -19.20  5.18  -29.19  0.47
H  -17.75  4.77  -29.27  0.48
O  -14.20  10.67  -30.74  -0.95
H  -14.93  10.05  -30.81  0.48
H  -13.82  10.68  -31.62  0.47
O  -17.79  7.91  -31.46  -0.94
H  -17.61  7.17  -32.03  0.47
H  -18.22  7.53  -30.69  0.48
O  -15.67  2.51  -31.07  -0.96
H  -16.17  2.16  -30.33  0.47
H  -15.93  3.43  -31.13  0.49
O  -13.01  4.28  -27.77  -1.01
H  -13.15  4.94  -28.44  0.48
H  -13.09  3.45  -28.23  0.48
O  -12.99  2.56  -29.85  -0.97
H  -12.90  1.63  -30.09  0.48
H  -13.68  2.89  -30.43  0.51
O  -13.50  3.42  -33.32  -0.96
H  -14.23  3.62  -33.92  0.46
H  -13.68  3.96  -32.55  0.48

The charge is -1. The highest occupied orbital energy comes out at -7.4 eV. As for the HOMO-LUMO gap: 9.5 eV.

Least stable = run 1

Run 1
C6H11NO in the gas phase, computed with ωB97M-V/def2-TZVPD.

Last column: natural (NBO) charge in e.
Positions of all 19 atoms, in Å:
C  -0.47  -2.12  0.76  -0.26
C  2.47  0.05  0.59  -0.69
C  1.21  0.39  -0.06  0.25
C  0.25  0.95  -0.69  0.07
N  0.05  2.00  -1.55  -0.80
C  -1.06  0.06  -0.39  0.01
C  -2.25  0.67  0.00  -0.70
O  -0.28  -0.71  0.71  -0.54
H  -0.92  2.29  -1.54  0.40
H  0.72  2.75  -1.53  0.38
H  -1.18  -0.62  -1.24  0.20
H  -0.16  -2.60  -0.18  0.17
H  -1.52  -2.35  0.95  0.20
H  0.13  -2.51  1.58  0.19
H  3.25  0.74  0.23  0.25
H  2.80  -0.96  0.35  0.23
H  2.41  0.16  1.67  0.24
H  -2.27  1.32  0.87  0.19
H  -3.17  0.48  -0.52  0.20

The highest occupied orbital energy (alpha / beta) comes out at -6.6 / -6.6 eV. As for the HOMO-LUMO gap (alpha / beta): 7.0 / 7.0 eV.

Run 2
A 2-piece molecular cluster, C6H11NO overall, computed with ωB97M-V/def2-TZVPD.

Last column: natural (NBO) charge in e.
Positions of all 19 atoms, in Å:
H  -0.68  -0.09  -2.54  0.36
N  -0.65  -0.48  -1.60  -0.68
C  0.03  -1.59  -1.49  0.12
C  0.30  -2.09  -0.20  -0.43
C  -0.23  -1.46  0.87  0.21
C  -0.98  -1.31  1.92  -0.49
H  0.56  -2.03  -2.34  0.18
H  1.06  -2.85  -0.07  0.24
H  -1.70  -2.07  2.20  0.23
H  -0.93  -0.43  2.54  0.24
C  1.08  1.99  -0.36  -0.63
C  0.21  1.08  0.51  -0.13
O  -0.92  1.73  1.05  -0.73
H  0.51  2.36  -1.22  0.19
H  1.44  2.85  0.21  0.21
H  1.93  1.43  -0.74  0.21
H  0.80  0.78  1.37  0.17
H  -0.25  0.28  -0.43  0.28
H  -1.55  1.90  0.33  0.46

The highest occupied orbital energy comes out at -8.1 eV. As for the HOMO-LUMO gap: 8.5 eV.

Run 3
C6H11NO as an isolated structure, computed with ωB97M-V/def2-TZVPD.

Last column: natural (NBO) charge in e.
Positions of all 19 atoms, in Å:
C  -0.28  1.13  1.97  -0.61
C  -1.40  -0.79  0.76  -0.64
C  0.28  -1.26  -2.11  -0.66
C  0.90  0.33  -0.13  0.24
C  -0.42  0.37  0.66  0.09
C  0.94  -0.09  -1.49  0.06
O  2.04  1.01  0.34  -0.72
N  -0.28  1.09  -0.57  -0.46
H  1.89  1.96  0.23  0.48
H  1.75  0.33  -2.08  0.22
H  0.12  0.48  2.75  0.22
H  0.37  2.01  1.89  0.22
H  -2.19  -0.70  0.02  0.22
H  -0.93  -1.77  0.64  0.22
H  -1.27  1.46  2.29  0.21
H  -1.89  -0.84  1.74  0.22
H  -0.08  -0.99  -3.11  0.23
H  1.01  -2.06  -2.25  0.23
H  -0.57  -1.65  -1.55  0.23

The highest occupied orbital energy comes out at -8.7 eV. As for the HOMO-LUMO gap: 9.6 eV.

Run 4
A 2-piece molecular cluster, C6H11NO overall, computed with ωB97M-V/def2-TZVPD.

Last column: natural (NBO) charge in e.
Positions of all 19 atoms, in Å:
H  -0.92  -2.40  1.42  0.36
N  -0.35  -2.29  0.59  -0.76
C  -0.58  -1.21  -0.10  0.12
C  -1.61  -0.04  0.52  -0.45
C  -2.09  1.07  -0.40  -0.62
H  -0.92  -1.26  -1.14  0.20
H  -1.29  0.31  1.50  0.21
H  -2.47  -0.69  0.70  0.20
H  -2.37  0.67  -1.38  0.20
H  -1.36  1.87  -0.48  0.21
H  -3.02  1.49  -0.02  0.21
C  2.46  1.58  0.13  -0.68
C  1.57  0.45  -0.11  -0.03
C  1.38  -0.71  -0.53  0.27
O  1.95  -1.87  -0.85  -0.67
H  2.43  1.91  1.17  0.23
H  3.50  1.28  -0.02  0.24
H  2.31  2.40  -0.58  0.23
H  1.38  -2.56  -0.45  0.51

The highest occupied orbital energy (alpha / beta) comes out at -8.3 / -8.3 eV. As for the HOMO-LUMO gap (alpha / beta): 8.1 / 8.1 eV.

Least stable = run 1